# 1
98
Properties=species:S:1:pos:R:3:lowdin_charge:R:1 method="wB97M-V/def2-TZVPD" multiplicity=5 e_lumo_ev="-5.01 / -7.86" charge=+2 relative_energy_kj_mol=164.6 e_homo_ev="-12.71 / -13.60" total_energy_ha=-2233.607713
Pd -0.330 1.922 0.031 0.78
C 2.616 1.177 1.523 -0.18
C 2.613 2.044 0.419 -0.18
C 0.652 2.395 1.679 -0.35
C 1.437 1.333 2.279 -0.16
C 1.436 2.883 0.492 -0.31
C 3.837 0.508 2.044 -0.02
H 4.485 0.164 1.238 0.07
H 3.574 -0.355 2.664 0.08
H 4.429 1.209 2.647 0.12
C 1.237 0.899 3.670 0.01
H 1.917 0.070 3.908 0.09
H 0.200 0.595 3.836 0.07
H 1.471 1.747 4.342 0.12
C -0.347 3.184 2.430 -0.03
H 0.110 3.495 3.373 0.11
H -1.235 2.575 2.663 0.06
H -0.697 4.040 1.843 0.08
C 1.595 4.331 0.158 -0.02
H 2.399 4.792 0.759 0.12
H 0.649 4.828 0.357 0.07
H 1.832 4.457 -0.900 0.09
C 3.744 2.315 -0.513 -0.02
H 4.163 3.314 -0.314 0.10
H 3.406 2.328 -1.565 0.10
H 4.581 1.601 -0.439 0.09
C 1.770 -2.605 0.482 -0.09
C 2.980 -2.014 0.475 -0.09
C 3.633 -1.283 -0.651 -0.17
C 3.040 -1.520 -2.054 -0.22
C 2.028 -0.511 -2.444 -0.14
C 0.783 -0.384 -1.864 -0.22
C 0.195 -1.057 -0.676 -0.20
C 0.653 -2.521 -0.493 -0.20
H 4.707 -1.518 -0.749 0.14
H 2.640 -2.544 -2.141 0.07
H 3.579 -0.205 -0.421 0.06
H 0.898 -2.955 -1.480 0.03
H 1.618 -3.368 1.275 0.11
H 3.578 -2.114 1.392 0.11
H -0.169 -3.110 -0.051 0.12
H 0.453 -0.462 0.240 0.10
H 0.268 0.578 -2.037 0.03
H -0.902 -1.059 -0.733 0.10
H 3.885 -1.451 -2.763 0.13
H 2.375 0.362 -3.013 0.12
P 0.844 -2.615 -3.724 0.97
C 0.298 -4.373 -3.548 -0.21
C 1.907 -2.844 -5.207 -0.20
P -0.687 0.004 -4.336 0.87
C -0.695 -1.846 -4.387 -0.52
C 0.344 0.244 -5.862 -0.28
C -2.347 0.131 -5.137 -0.29
H -0.683 -4.401 -3.050 0.06
H 1.053 -4.907 -2.950 0.06
H 0.233 -4.828 -4.550 0.06
H 1.418 -3.575 -5.867 0.07
H 2.868 -3.249 -4.862 0.06
H 2.067 -1.898 -5.733 0.04
H -2.443 -0.552 -5.995 0.05
H -2.475 1.171 -5.461 0.05
H -3.102 -0.122 -4.381 0.04
H -1.553 -2.198 -3.789 0.07
H -0.790 -2.227 -5.421 0.08
H 0.074 1.219 -6.283 0.05
H 0.147 -0.542 -6.603 0.05
H 1.405 0.246 -5.588 0.02
C -3.219 0.842 6.095 -0.03
C -2.633 0.156 4.898 -0.25
C -1.956 -1.062 5.032 0.02
C -1.416 -1.725 3.924 -0.26
C -0.767 -3.082 4.101 -0.03
C -1.507 -1.128 2.665 0.03
C -2.146 0.150 2.460 -0.27
C -2.756 0.718 3.630 0.01
N -2.157 0.736 1.224 0.12
C -3.317 1.404 0.647 -0.65
C -4.622 0.680 0.923 -0.02
C -3.457 2.851 1.126 -0.03
C -3.079 1.490 -0.853 -0.06
H -4.214 1.240 5.891 0.09
H -3.300 0.148 6.932 0.09
H -2.604 1.682 6.431 0.09
H -1.870 -1.523 6.017 0.13
H -0.212 -3.122 5.051 0.09
H -1.523 -3.884 4.132 0.10
H -0.075 -3.302 3.276 0.06
H -1.113 -1.646 1.778 0.10
H -3.319 1.640 3.515 0.10
H -4.560 -0.337 0.531 0.10
H -5.426 1.215 0.407 0.10
H -4.845 0.648 1.992 0.09
H -2.528 3.429 1.055 0.06
H -4.194 3.356 0.487 0.10
H -3.819 2.915 2.155 0.08
H -2.150 2.053 -1.104 0.05
H -2.972 0.493 -1.279 0.08
H -3.914 2.013 -1.324 0.10

# 2
107
Properties=species:S:1:pos:R:3:lowdin_charge:R:1 method="wB97M-V/def2-TZVPD" multiplicity=2 e_lumo_ev="-3.31 / -3.35" charge=+1 relative_energy_kj_mol=0.0 e_homo_ev="-8.83 / -9.76" total_energy_ha=-5246.193560
Ru -1.137 0.007 -0.325 0.79
C -4.024 1.297 2.628 -0.01
C -3.203 1.032 1.411 -0.32
N -2.294 0.104 1.326 -0.13
N -2.075 -0.743 2.379 0.03
C -1.489 -1.961 2.140 -0.85
N -1.594 -2.830 3.165 0.12
S -0.727 -2.362 0.715 0.70
C -3.361 1.781 0.155 -0.23
C -4.397 2.673 -0.090 0.00
C -4.507 3.255 -1.342 -0.03
C -3.583 2.929 -2.322 -0.02
C -2.568 2.039 -2.016 -0.09
N -2.448 1.485 -0.806 -0.04
H -3.402 1.317 3.527 0.09
H -4.801 0.540 2.761 0.10
H -4.507 2.269 2.572 0.08
H -2.608 -0.596 3.224 0.14
H -2.277 -2.718 3.896 0.12
H -1.225 -3.756 3.020 0.11
H -5.121 2.896 0.680 0.12
H -5.312 3.946 -1.551 0.12
H -3.642 3.351 -3.314 0.12
H -1.824 1.741 -2.741 0.11
C 2.016 1.411 -3.780 -0.17
Si 1.721 0.140 -2.415 0.43
C 2.702 0.729 -0.948 -0.20
C 2.445 -1.545 -2.801 -0.15
N -0.023 -0.094 -2.110 -0.15
C -0.719 -0.645 -3.122 -0.33
C -0.248 -0.734 -4.467 -0.07
C -0.988 -1.306 -5.457 -0.07
C -2.259 -1.844 -5.165 -0.07
C -2.748 -1.796 -3.894 -0.06
C -2.014 -1.209 -2.818 -0.31
N -2.424 -1.163 -1.535 -0.15
Si -3.959 -1.954 -1.124 0.43
C -3.885 -3.790 -1.497 -0.16
C -5.376 -1.030 -1.948 -0.15
C -4.454 -1.920 0.689 -0.16
H 2.644 2.219 -3.399 0.01
H 1.089 1.849 -4.155 0.03
H 2.537 0.973 -4.633 0.04
H 3.746 0.570 -1.240 0.06
H 2.522 0.131 -0.059 -0.05
H 2.612 1.792 -0.724 0.00
H 3.511 -1.454 -3.020 0.04
H 1.971 -2.065 -3.632 0.03
H 2.346 -2.175 -1.912 0.03
H 0.718 -0.324 -4.723 0.07
H -0.601 -1.345 -6.467 0.11
H -2.848 -2.296 -5.951 0.11
H -3.721 -2.219 -3.711 0.07
H -3.722 -4.055 -2.538 0.03
H -4.815 -4.263 -1.171 0.04
H -3.071 -4.231 -0.916 0.03
H -5.243 -0.827 -3.009 0.03
H -5.501 -0.066 -1.445 0.02
H -6.311 -1.580 -1.824 0.04
H -3.803 -2.499 1.345 0.01
H -5.430 -2.414 0.700 0.05
H -4.610 -0.924 1.096 0.00
C -0.863 2.953 1.980 -0.27
As 0.211 1.849 0.758 1.15
C 1.710 1.697 2.005 -0.29
C 0.521 3.267 -0.587 -0.30
C 1.774 4.102 -0.629 -0.30
C 2.274 4.488 -1.871 -0.06
C 3.402 5.287 -1.970 -0.07
C 4.051 5.719 -0.822 -0.08
C 3.552 5.358 0.420 -0.07
C 2.421 4.559 0.514 -0.06
H -0.232 3.785 2.293 0.03
H -1.151 2.391 2.869 0.03
H -1.747 3.364 1.497 0.02
H 1.752 2.566 2.658 0.02
H 2.661 1.568 1.501 0.02
H 1.506 0.812 2.608 -0.02
H -0.343 3.927 -0.458 0.08
H 0.382 2.760 -1.545 0.04
H 1.772 4.155 -2.773 0.10
H 3.775 5.571 -2.945 0.11
H 4.934 6.339 -0.895 0.11
H 4.041 5.701 1.322 0.11
H 2.039 4.306 1.494 0.08
C 5.603 -2.046 1.336 -0.20
C 4.764 -1.792 2.585 -0.46
Sb 2.665 -2.018 2.132 1.36
C 1.887 -1.912 4.164 -0.46
C 2.921 -1.935 5.284 -0.19
C 2.630 -4.181 2.020 -0.45
C 3.702 -4.930 2.799 -0.18
H 6.671 -1.980 1.550 0.07
H 5.379 -1.319 0.553 0.05
H 5.417 -3.037 0.917 0.05
H 4.918 -0.773 2.945 0.05
H 5.042 -2.465 3.395 0.04
H 1.195 -2.752 4.258 0.03
H 1.279 -1.006 4.236 0.02
H 3.523 -2.843 5.259 0.05
H 2.444 -1.886 6.265 0.07
H 3.608 -1.091 5.212 0.06
H 2.648 -4.451 0.963 0.04
H 1.635 -4.456 2.383 0.02
H 4.703 -4.708 2.429 0.06
H 3.560 -6.009 2.723 0.07
H 3.682 -4.673 3.859 0.05